#w
Density functional theory data (ωB97M-V/def2-TZVPD) for a structure of composition C4H8N4.

The geometry in ORCA input format:
```
! RIJCOSX wB97M-V def2-TZVPD def2/J DEFGRID3
* xyz 0 1
C -1.3283 -0.1579 -0.1892
C 0.3528 1.3254 1.0088
N 0.0753 0.2177 0.1114
N -1.1540 -1.6095 -0.1278
C 1.0304 -0.0681 -1.0708
C 0.2782 -1.6564 0.0453
N 1.1221 -1.4054 -0.9777
N 1.6396 0.7870 -1.7731
H -1.6897 -2.0674 0.5979
H 1.4279 1.7486 -1.5318
H -2.0011 0.2199 0.5832
H -1.6447 0.1978 -1.1754
H 0.6051 -2.3711 0.8036
H -0.2484 1.2382 1.9161
H 1.4149 1.3195 1.2523
H 0.1199 2.2818 0.5271
*
```

The orbital gap is 0.3219 Ha. Its highest occupied orbital energy is -8.27 eV. The calculation puts the molar mass at 112.1 g mol⁻¹.

#x
Density functional theory data (ωB97M-V/def2-TZVPD) for a cluster of 2 separate species, C4H8N4 in total.

The geometry in ORCA input format:
```
! RIJCOSX wB97M-V def2-TZVPD def2/J DEFGRID3
* xyz 0 1
C 1.7702 -1.6505 1.4716
N 0.6520 -0.9274 1.0476
C -0.4810 -0.6977 1.3272
N -1.6474 -0.4982 1.2102
H 2.6016 -1.4195 0.9217
H 2.0186 -1.3764 2.5917
H 1.4759 -2.7804 1.2896
H -2.1073 0.2687 1.4764
C -1.1798 0.2701 -2.1746
N -0.5408 1.5105 -1.8728
C 0.0968 1.9753 -0.9757
N 0.7886 2.7108 -0.3542
H -1.8335 0.0161 -1.2943
H -1.8517 0.4308 -2.9862
H -0.5443 -0.5818 -2.3112
H 0.7822 2.7496 0.6330
*
```

The orbital gap is 0.3511 Ha. Its SMILES is CN=C=N.CN=C=N. Its highest occupied orbital energy is -9.02 eV. The calculation puts the molar mass at 112.1 g mol⁻¹.

Bottom line: #x, by a margin of 0.463 eV.

#w
Density functional theory data (ωB97M-V/def2-TZVPD) for an isolated molecule of C4H8N4.

The geometry in ORCA input format:
```
! RIJCOSX wB97M-V def2-TZVPD def2/J DEFGRID3
* xyz 0 1
C 1.2642 -0.4455 1.2100
N 1.6918 -0.9161 0.1527
N 1.0707 -0.5633 -1.1081
C 0.2256 0.6278 -1.4663
C -1.1940 0.3242 -1.1882
N -1.7002 -0.1863 -0.1459
N -1.2028 -0.4141 1.0259
C 0.0051 0.1734 1.5511
H 1.8462 -0.8750 2.0420
H 1.5147 -1.0485 -1.8040
H 0.1340 0.6500 -2.6351
H 0.5653 1.6816 -0.9874
H -1.9815 0.4198 -1.9673
H -1.8938 -0.9390 1.5681
H -0.0777 1.2315 1.2096
H -0.2678 0.2795 2.5430
*
```

The orbital gap is 0.3343 Ha. Its SMILES is C1=N\NC/C=N\NC/1. Its highest occupied orbital energy is -8.18 eV. The calculation puts the molar mass at 112.1 g mol⁻¹.

#x
Density functional theory data (ωB97M-V/def2-TZVPD) for an isolated molecule of C4H8N4.

The geometry in ORCA input format:
```
! RIJCOSX wB97M-V def2-TZVPD def2/J DEFGRID3
* xyz 0 1
C 2.1504 -0.9904 0.5411
C 1.1779 0.0189 0.0662
N 1.4570 1.1548 -0.5008
C 0.1953 1.7649 -0.5229
C -0.8465 0.8640 -0.4217
N -2.1905 1.0701 -0.5059
N -0.2816 -0.2802 0.0727
N -0.9825 -1.5078 0.2359
H 2.6245 -1.4889 -0.3094
H 2.9263 -0.5252 1.1566
H 1.6889 -1.7693 1.1533
H 0.1256 2.8189 -0.7535
H -2.8094 0.2692 -0.5878
H -2.5255 1.8663 -1.0398
H -1.9831 -1.3268 0.2955
H -0.7267 -1.9385 1.1206
*
```

The orbital gap is 0.2892 Ha. Its SMILES is Cc1ncc(N)n1N. Its highest occupied orbital energy is -7.16 eV. The calculation puts the molar mass at 112.1 g mol⁻¹.

Bottom line: #x, by a margin of 2.564 eV.

#w
Density functional theory data (ωB97M-V/def2-TZVPD) for an isolated molecule of C4H8N4.

The geometry in ORCA input format:
```
! RIJCOSX wB97M-V def2-TZVPD def2/J DEFGRID3
* xyz 0 1
H 0.5444 2.8278 -0.5019
N 1.4995 2.4301 -0.1073
C 1.4640 1.1957 0.3221
N 0.4540 0.0232 0.3065
C 1.1368 -1.2200 0.2046
N 2.2270 -1.5864 -0.5976
H 2.6800 -0.6600 -0.9583
C -0.9432 0.3006 0.0208
C -1.8522 -1.0045 -0.0161
N -1.3162 1.4580 -0.3413
H -2.3791 1.5328 -0.2690
H 2.3184 0.6172 1.1695
H 0.6666 -2.0735 0.9681
H -1.6623 -1.5072 -0.9458
H -2.9386 -0.5914 -0.2362
H -1.8991 -1.7426 0.9820
*
```

The orbital gap is 0.3681 Ha. Its SMILES is [H]/N=C\N(/C=N\[H])/C(C)=N/[H]. Its highest occupied orbital energy is -9.59 eV. The calculation puts the molar mass at 112.1 g mol⁻¹.

#x
Density functional theory data (ωB97M-V/def2-TZVPD) for an isolated molecule of C4H8N4.

The geometry in ORCA input format:
```
! RIJCOSX wB97M-V def2-TZVPD def2/J DEFGRID3
* xyz 0 1
H -2.2243 -0.8159 1.2542
N -2.2800 -0.4561 0.2730
C -1.1167 -0.0240 -0.1190
N -1.0293 0.4608 -1.4743
N 0.1730 1.0894 -1.8792
C 1.1498 0.4860 -0.8746
C 0.3748 0.0587 0.3972
C 0.6730 -1.2509 1.1463
N 0.7530 0.1417 1.6729
H -1.7658 0.7228 -2.0199
H 0.1031 2.1251 -1.6078
H 1.9887 0.9849 -0.5029
H 1.6150 -0.4667 -1.2839
H -0.1066 -1.8487 1.6797
H 1.6243 -1.6485 1.0977
H 0.0681 0.4415 2.2406
*
```

The orbital gap is 0.3472 Ha. Its SMILES is [H]/N=C1/NNC[C@]12CN2. Its highest occupied orbital energy is -8.45 eV. The calculation puts the molar mass at 112.1 g mol⁻¹.

#y
Density functional theory data (ωB97M-V/def2-TZVPD) for a cluster of 3 separate species, C4H8N4 in total.

The geometry in ORCA input format:
```
! RIJCOSX wB97M-V def2-TZVPD def2/J DEFGRID3
* xyz 0 1
C -2.5817 0.0542 -0.1260
C -0.1165 -0.2045 0.0629
C 0.2908 -1.4541 0.0826
C 1.6343 -1.4765 -0.0080
H -3.4056 0.8618 -0.3906
H -2.5050 -0.6205 -1.0079
H -3.2274 -0.7180 0.7223
H -0.4576 -2.1664 0.0160
H 2.3139 -2.3859 0.2733
H 3.2413 -0.0884 -0.1012
H -0.0473 2.6899 -0.6885
H 1.4506 2.2643 1.4602
N -1.1274 0.5728 0.1003
N 2.1092 -0.1394 -0.3518
N 0.9936 0.6773 -0.0010
N 1.4347 2.1333 -0.0425
*
```

The orbital gap is 0.2536 Ha. Its highest occupied orbital energy is -7.28 eV. The calculation puts the molar mass at 112.1 g mol⁻¹.

Bottom line: #x, by a margin of 0.658 eV.

#w
Density functional theory data (ωB97M-V/def2-TZVPD) for an isolated molecule of C4H8N4.

The geometry in ORCA input format:
```
! RIJCOSX wB97M-V def2-TZVPD def2/J DEFGRID3
* xyz 0 1
H 1.4330 -1.9284 2.6275
N 0.3543 -1.6253 2.4036
C 0.2031 -1.1556 1.2146
C -1.0577 -1.0013 0.5070
C -1.0028 0.3860 -0.1878
N -0.0129 0.3978 -1.1210
N -0.0193 1.8280 -1.5666
C 1.2144 0.0331 -0.5132
N 1.3997 -0.7453 0.5170
H -1.7525 -1.0579 1.2637
H -1.0796 -1.8455 -0.1861
H -0.9606 1.1674 0.5337
H -1.8814 0.6572 -0.9369
H 0.4797 1.9057 -2.6260
H 0.5929 2.3980 -0.9385
H 2.0896 0.5861 -0.9911
*
```

The orbital gap is 0.3640 Ha. Its SMILES is [H]/N=C1/CCN(N)C=N1. Its highest occupied orbital energy is -9.30 eV. The calculation puts the molar mass at 112.1 g mol⁻¹.

#x
Density functional theory data (ωB97M-V/def2-TZVPD) for an isolated molecule of C4H8N4.

The geometry in ORCA input format:
```
! RIJCOSX wB97M-V def2-TZVPD def2/J DEFGRID3
* xyz 0 1
C -0.7199 0.2828 1.8020
N -0.8863 -0.6315 0.9131
C -1.1231 -0.2033 -0.3692
N -2.4087 -0.1315 -0.7930
N -0.1387 0.0920 -1.1589
C 1.1517 -0.0897 -0.6066
C 1.6903 -1.3109 -0.4946
N 1.9650 1.0161 -0.4920
H -0.4295 1.3240 1.5889
H -0.7948 0.0404 2.8720
H -3.1167 -0.1808 -0.0765
H -2.5413 0.4139 -1.6322
H 1.2055 -2.2009 -0.8787
H 2.6278 -1.5190 0.0048
H 1.6067 1.7206 -1.1334
H 1.9121 1.3778 0.4542
*
```

The orbital gap is 0.3101 Ha. Its SMILES is C=N/C(N)=N\C(=C)N. Its highest occupied orbital energy is -7.95 eV. The calculation puts the molar mass at 112.1 g mol⁻¹.

Bottom line: #x, by a margin of 1.265 eV.

#w
Density functional theory data (ωB97M-V/def2-TZVPD) for an isolated molecule of C7H13N.

The geometry in ORCA input format:
```
! RIJCOSX wB97M-V def2-TZVPD def2/J DEFGRID3
* xyz 0 1
C 2.2727 0.4700 -0.2102
C 0.9009 -1.4815 0.6648
C -1.5922 0.2238 0.9906
C -0.2381 0.7370 -0.0627
C 0.9105 -0.1190 0.0374
C -0.9416 -0.0574 -1.0443
N -0.1172 2.1225 -0.3377
C -1.6924 -1.0078 -1.5482
H -0.9670 2.5264 -0.7079
H 0.3010 2.6419 0.4229
H 2.7794 0.7345 0.7282
H 2.2330 1.3738 -0.8199
H 2.9253 -0.2587 -0.7082
H 1.7798 -2.0517 0.3487
H 0.9150 -1.4547 1.7619
H 0.0348 -2.0821 0.3633
H -2.5174 0.6860 0.6539
H -1.7184 -0.8396 1.1727
H -1.1832 0.6812 1.8874
H -2.3869 -1.6305 -0.9787
H -1.6980 -1.2139 -2.6142
*
```

The orbital gap (spin up / spin down) is 0.2524 / 0.2752 Ha. Its highest occupied orbital energy (spin up / spin down) is -6.27 / -6.70 eV. The calculation puts the molar mass at 111.2 g mol⁻¹.

#x
Density functional theory data (ωB97M-V/def2-TZVPD) for an isolated molecule of C7H13N.

The geometry in ORCA input format:
```
! RIJCOSX wB97M-V def2-TZVPD def2/J DEFGRID3
* xyz 0 1
C 0.7011 1.0821 0.2088
C -1.7721 0.0944 0.1872
C -2.3468 -0.7701 1.2785
C -2.6149 0.7926 -0.8042
C 2.8159 0.1260 0.8666
C 1.5670 -0.6604 -1.1673
C 1.9557 0.5093 -0.3537
N -0.4519 0.5402 0.1598
H -1.5388 -1.1472 1.7200
H -2.9772 -1.5787 0.8898
H -3.0015 -0.2807 1.9484
H -2.8462 1.9384 -0.5488
H -3.5884 0.3470 -1.0192
H -2.1060 0.8011 -1.7940
H 3.0666 -0.9482 0.8222
H 2.3425 0.2252 1.8857
H 3.7153 0.6445 0.8825
H 1.1664 -0.3200 -2.1780
H 0.8748 -1.2457 -0.7766
H 2.4190 -1.3566 -1.2031
H 2.6197 1.2068 -1.0046
*
```

The orbital gap (spin up / spin down) is 0.2919 / 0.2919 Ha. Its highest occupied orbital energy (spin up / spin down) is -6.98 / -6.98 eV. The calculation puts the molar mass at 111.2 g mol⁻¹.

Bottom line: #x, by a margin of 2.049 eV.